# 1
H4NO2SSi as an isolated structure, computed with wB97M-V/def2-TZVPD.

Last column: natural (NBO) charge in e.
Geometry (Å):
1 N -0.664 -2.414 0.866  -1.06
2 O 1.712 1.578 -0.028  -1.30
3 O -0.927 -0.486 2.343  -0.92
4 Si 0.503 1.485 -0.904  1.43
5 S -0.026 -1.045 1.331  1.47
6 H -0.123 -2.808 0.011  0.35
7 H -0.428 2.619 -1.218  -0.29
8 H 0.529 0.908 -2.151  -0.31
9 H -0.576 0.162 -0.249  -0.36

Atomic forces in eV per Å
N 1.8339 0.7127 -1.2639
O 2.5118 0.4953 1.7268
O 0.9027 -0.0877 -0.2688
Si -3.4842 -0.7927 0.8570
S -2.1046 -1.6581 -0.3015
H -0.7287 0.9950 1.8865
H -0.0858 0.1963 0.4674
H 0.4294 -1.2306 -2.5905
H 0.7255 1.3699 -0.5130

## Properties
Total charge: -1

---

# 2
One molecule with the formula C3H4N2O2, computed with wB97M-V/def2-TZVPD.

Last column: natural (NBO) charge in e.
Geometry (Å):
1 C 0.430 1.223 -0.986  -0.41
2 N -0.051 0.195 -0.092  -0.29
3 N -0.178 0.426 1.256  -0.27
4 C -0.421 -0.735 1.737  0.31
5 O -0.460 -1.731 0.823  -0.45
6 C -0.213 -1.125 -0.405  0.83
7 O -0.178 -1.691 -1.465  -0.60
8 H -0.330 1.992 -1.158  0.21
9 H 1.324 1.684 -0.552  0.21
10 H 0.676 0.734 -1.931  0.24
11 H -0.597 -0.974 2.773  0.21

Atomic forces in eV per Å
C 0.0089 0.0735 -0.0669
N 0.0651 -0.1604 -0.1709
N -0.0428 -0.4179 0.2045
C 0.0186 0.3279 0.0159
O -0.0696 0.0272 -0.0989
C 0.0327 0.1490 -0.2679
O 0.0411 0.1486 0.4270
H 0.1140 -0.1736 0.0630
H -0.1658 -0.0896 -0.1487
H -0.0238 0.1101 0.1399
H 0.0216 0.0053 -0.0970

## Properties
Total charge: 0

---

# 3
A 2-piece molecular cluster, C5H11O2 overall, computed with wB97M-V/def2-TZVPD.

Last column: natural (NBO) charge in e.
Geometry (Å):
1 C -0.864 1.960 0.245  -0.74
2 C 0.224 1.580 1.264  0.75
3 O 1.051 2.507 1.459  -0.80
4 O 0.221 0.445 1.774  -0.79
5 H -1.218 2.954 0.545  0.20
6 H -1.786 1.368 0.217  0.18
7 H -0.449 2.065 -0.753  0.20
8 C -0.071 -1.692 -0.825  -0.40
9 C -0.186 -0.994 -2.186  -0.60
10 C -0.071 -3.227 -0.989  -0.61
11 H 0.878 -1.437 -0.359  0.22
12 H -0.895 -1.394 -0.184  0.22
13 H 0.212 -1.672 -2.942  0.18
14 H -0.664 -3.718 -0.203  0.20
15 H -0.537 -3.575 -1.910  0.18
16 H 0.266 -0.008 -2.244  0.22
17 H -1.245 -0.841 -2.422  0.19
18 H 0.925 -3.646 -0.847  0.20

Atomic forces in eV per Å
C -0.9917 0.6883 0.2922
C 0.6364 0.3761 0.0113
O -0.0780 -0.1189 -0.0151
O -0.3021 -0.4268 0.0297
H 0.2065 0.0665 -0.1853
H 0.4108 -0.5095 0.0033
H 0.1115 -0.0911 -0.1534
C 0.2769 -0.4893 -0.4813
C -0.6455 -0.3128 0.0722
C -0.6101 -0.2472 0.9034
H -0.2611 0.3480 0.2979
H 0.2563 0.2323 0.2290
H 0.2234 0.3251 -0.2538
H 0.0748 0.2414 0.0024
H 0.2554 0.0656 -0.2832
H 0.2793 -0.0350 0.1181
H 0.0597 -0.0983 -0.1013
H 0.0972 -0.0144 -0.4862

## Properties
Total charge: -1

---

# 4
C25H22BrLiN5O as an isolated structure, computed with wB97M-V/def2-TZVPD.

Last column: natural (NBO) charge in e.
Geometry (Å):
1 Li 0.010 -0.305 1.350  0.89
2 Br 4.402 -1.570 -4.726  0.10
3 C 3.474 -1.058 -3.134  -0.07
4 C 3.841 0.085 -2.420  -0.22
5 C 3.351 0.212 -1.151  -0.26
6 C 2.460 -0.711 -0.566  0.18
7 C 2.077 -1.820 -1.335  -0.24
8 C 2.608 -2.020 -2.565  -0.22
9 N 1.900 -0.483 0.727  -0.52
10 C 2.700 -0.232 1.691  0.15
11 C 2.194 0.036 3.022  0.10
12 C 3.041 0.123 4.143  -0.19
13 C 2.489 0.170 5.400  -0.14
14 C 1.120 0.213 5.548  -0.22
15 C 0.367 0.176 4.374  0.07
16 N 0.879 0.022 3.168  -0.50
17 H 4.525 0.825 -2.865  0.25
18 H 3.687 1.074 -0.623  0.22
19 H 1.383 -2.523 -0.933  0.22
20 H 2.420 -2.956 -3.106  0.25
21 H 3.806 -0.161 1.501  0.20
22 H 4.128 -0.009 4.050  0.24
23 H 3.098 0.139 6.281  0.24
24 H 0.726 0.350 6.525  0.24
25 H -0.752 0.183 4.418  0.21
26 C -0.494 3.344 0.544  -0.63
27 C -0.804 2.267 -0.509  -0.02
28 C -2.116 2.150 -1.005  -0.20
29 C -2.414 1.229 -1.963  -0.24
30 C -1.395 0.428 -2.501  0.21
31 N -1.684 -0.587 -3.443  -0.66
32 C -2.556 -1.619 -3.431  0.78
33 O -2.753 -2.263 -4.448  -0.62
34 N -3.338 -1.802 -2.290  -0.65
35 C -3.154 -1.486 -0.966  0.12
36 C -4.260 -0.933 -0.325  -0.15
37 C -4.140 -0.413 0.963  -0.22
38 C -2.843 -0.446 1.463  0.02
39 N -1.781 -0.978 0.845  -0.53
40 C -1.937 -1.467 -0.338  0.03
41 C -0.103 0.550 -2.058  -0.26
42 C 0.194 1.495 -1.084  -0.23
43 H 0.424 3.833 0.335  0.23
44 H -0.262 2.843 1.520  0.20
45 H -1.275 4.094 0.749  0.23
46 H -2.784 2.935 -0.699  0.22
47 H -3.399 1.193 -2.412  0.23
48 H -1.040 -0.684 -4.267  0.43
49 H -4.167 -2.358 -2.517  0.43
50 H -5.217 -0.904 -0.816  0.23
51 H -4.953 -0.026 1.485  0.24
52 H -2.634 0.037 2.388  0.19
53 H -1.042 -1.857 -0.774  0.20
54 H 0.774 0.018 -2.394  0.23
55 H 1.220 1.644 -0.829  0.21

Atomic forces in eV per Å
Li -0.0786 -0.0099 -0.0035
Br -0.4100 0.4323 0.2926
C 0.2895 -0.9534 0.2998
C 0.2056 -0.7329 -1.5151
C -0.6310 -0.2274 1.0073
C 0.5569 0.3548 -0.8776
C -0.1632 0.9038 1.5084
C 1.0816 0.0288 -1.8134
N 0.5648 -0.4180 0.0282
C 1.1831 0.4081 -1.4268
C 1.0216 -0.3750 1.6599
C 0.6263 -0.6459 -1.0624
C -0.1948 -0.0107 0.2619
C 0.3303 0.4543 -1.1536
C -1.7294 -0.3166 0.9216
N -0.7644 0.4620 -0.3639
H -0.4128 -0.4807 0.3753
H -0.0641 0.5682 0.6603
H -0.3350 -0.4715 0.3108
H -0.0391 0.5398 0.1721
H -0.9532 -0.2028 0.3577
H -0.5142 0.3261 -0.2045
H 0.3778 0.1103 0.1912
H -0.6870 -0.1396 0.4440
H 1.0981 0.0652 0.0493
C -0.2397 -1.4681 0.9370
C -0.3300 1.1517 0.2537
C 1.1936 0.6200 0.6243
C 0.1115 -0.2627 -1.1095
C -0.6273 -0.8828 0.1688
N 1.9843 0.3222 -1.4795
C -1.0289 -0.0479 -0.5598
O 0.0539 -0.1686 0.7704
N -0.6018 -1.4669 -1.5025
C -1.0563 1.2449 -0.3289
C -0.1491 -0.1149 1.2177
C 2.1624 -1.3841 -1.6507
C -0.4213 0.3007 0.2924
N -0.1380 1.4340 2.0781
C 0.2184 -1.1549 -1.1050
C 0.8258 0.9519 0.5772
C -0.7516 0.2878 0.2298
H 0.7592 0.6886 -0.5178
H -0.4312 0.2868 -0.5186
H 0.1672 -0.4733 -0.4004
H -0.6479 -0.2191 0.1529
H -0.0431 -0.1427 0.0658
H -0.9769 0.3213 1.2622
H 0.5231 0.2806 0.0990
H -0.1439 -0.0308 -0.3024
H -1.0379 0.6869 0.8004
H 0.1126 0.1484 0.7985
H 0.2169 -0.3017 -0.6541
H -0.4955 -0.4219 -0.6267
H 0.4324 0.1451 0.3081

## Properties
Total charge: +1

---

# 5
A 2-piece molecular cluster, C4H9NO overall, computed with wB97M-V/def2-TZVPD.

Last column: natural (NBO) charge in e.
Geometry (Å):
1 C 0.886 1.406 0.448  -0.48
2 C -0.132 0.626 0.155  0.18
3 C -1.443 0.975 -0.397  -0.51
4 C -1.642 -0.261 0.438  -0.49
5 H 1.869 1.023 0.693  0.19
6 H 0.832 2.472 0.248  0.20
7 H -1.526 0.832 -1.472  0.22
8 H -1.868 1.918 -0.048  0.20
9 H -1.975 -0.107 1.458  0.23
10 H -2.163 -1.060 -0.082  0.22
11 N 1.994 -1.880 -0.407  -0.48
12 O 0.687 -1.435 -0.059  -0.69
13 H 2.198 -1.340 -1.248  0.33
14 H 2.603 -1.464 0.302  0.34
15 H -0.321 -1.704 -0.028  0.53

Atomic forces in eV per Å
C 1.1920 -0.9339 -0.0687
C -3.9941 0.1625 -0.3418
C 0.1868 1.0270 0.5130
C 1.4461 1.1216 -0.1671
H -0.1286 0.0170 0.8078
H -0.0998 -0.1230 -0.4126
H -0.0918 -0.0325 0.0563
H -0.2255 -0.0588 -0.2245
H 0.1546 -0.0490 -0.0619
H 0.5788 -0.4597 0.0480
N -0.4509 -1.2418 -0.7493
O -0.7213 2.0578 0.9732
H -0.0966 -0.1887 -0.0123
H -0.5600 -0.1503 0.1659
H 2.8103 -1.1482 -0.5262

## Properties
Total charge: 0

---

# 6
A 2-piece molecular cluster, C5H15NO overall, computed with wB97M-V/def2-TZVPD.

Last column: natural (NBO) charge in e.
Geometry (Å):
1 C -1.264 -1.421 0.238  -0.60
2 C 0.187 -1.033 0.546  -0.22
3 C 0.256 -0.366 1.915  -0.61
4 C 0.844 -0.258 -0.613  -0.04
5 C 2.198 0.368 -0.294  -0.63
6 N -0.090 0.763 -1.151  -0.85
7 H -1.327 -1.989 -0.699  0.21
8 H -1.884 -0.527 0.149  0.21
9 H -1.648 -2.108 1.002  0.21
10 H 0.724 -1.990 0.651  0.20
11 H 1.282 -0.093 2.193  0.21
12 H -0.291 0.588 1.934  0.19
13 H -0.193 -0.996 2.673  0.22
14 H 0.998 -0.976 -1.423  0.19
15 H 3.004 -0.362 -0.244  0.21
16 H 2.442 1.055 -1.094  0.21
17 H 2.235 0.906 0.653  0.21
18 H -0.112 1.517 -0.474  0.35
19 H 0.364 1.174 -1.957  0.36
20 O -2.685 2.157 -1.635  -0.96
21 H -2.956 2.200 -0.702  0.46
22 H -2.083 1.390 -1.666  0.49

Atomic forces in eV per Å
C 0.2211 -0.3172 -0.3292
C -0.0839 -0.6752 0.2638
C 0.2836 0.9965 -0.2675
C -0.3673 0.0179 -0.0533
C 0.2310 -0.2946 0.1466
N 0.3040 -0.2062 0.3309
H 0.0085 0.3046 0.0002
H -0.1153 -0.2324 0.0910
H -0.0113 0.3624 0.0698
H 0.1515 0.2585 -0.1349
H -0.2250 -0.3828 0.1265
H -0.0995 -0.1523 -0.0923
H 0.0550 -0.1695 0.1760
H -0.0818 -0.0009 0.0015
H -0.0041 -0.2309 -0.0196
H 0.2076 0.2171 -0.1284
H -0.2481 0.1869 -0.0765
H -0.1816 0.2262 0.0777
H -0.0681 0.1059 -0.2158
O -0.0264 -0.2417 0.5552
H 0.1051 -0.0058 -0.5818
H -0.0550 0.2334 0.0601

## Properties
Total charge: 0

---

One value per record, in order, for HOMO level: -4.595, -9.447, -3.769, -11.203, -8.100, -9.901 eV.
One value per record, in order, for strongest force on any atom: 0.0715, 0.0091, 0.0242, 0.0594, 0.0780, 0.0208 hartree/bohr.
One value per record, in order, for relative energy (zero: lowest compared OMol25 entry of this formula, charge and spin): 48.9, 37.4, 9.9, 7.6, 185.9, 6.6 kcal per mole.